{"formula": "C5H12NO", "method": "ωB97M-V with the def2-TZVPD basis set", "species": ["C", "O", "C", "H", "H", "H", "H", "H", "N", "C", "C", "C", "H", "H", "H", "H", "H", "H", "H"], "positions_angstrom": [[-1.225, 1.160, 1.007], [-1.334, -0.179, 0.815], [-0.932, 1.558, 2.475], [-2.158, 1.709, 0.714], [-0.406, 1.630, 0.395], [-0.756, 2.631, 2.573], [-0.029, 1.038, 2.810], [-1.747, 1.278, 3.133], [0.818, -1.845, 0.271], [1.397, -1.238, -0.911], [0.903, 0.661, -2.479], [0.487, -0.321, -1.684], [0.194, -2.587, -0.022], [0.183, -1.162, 0.718], [1.755, -2.033, -1.562], [2.282, -0.671, -0.629], [0.202, 1.298, -2.998], [1.965, 0.850, -2.586], [-0.582, -0.444, -1.535]], "de_lowest_kj_mol": 80.4, "gap_ev": 6.880, "charge": -1}